1.
A structure of composition C20H60B2F8N5O7V at a distorted geometry, computed with ωB97M-V/def2-TZVPD.

Geometry as XYZ:
```
103
C20H60B2F8N5O7V | OMol25 | ωB97M-V/def2-TZVPD
O -2.84270 0.42317 -4.17326
V -3.02615 -1.10966 -3.89655
O -4.00798 -1.61265 -5.03967
B 0.91392 4.26386 -0.80948
F 0.80844 2.82684 -0.91361
F 2.04739 4.52102 -0.04519
F 1.03727 4.75246 -2.11214
F -0.24314 4.71918 -0.16744
B -1.28031 -0.11438 -0.97119
F -1.94737 -0.78764 -2.07082
F -2.20563 0.61883 -0.23283
F -0.74557 -1.12155 -0.13951
F -0.27712 0.64407 -1.47068
C 0.37036 3.58563 3.42936
C 0.00000 2.23268 2.87231
C -0.91864 1.45567 3.78074
O -1.37153 0.24113 3.16613
C -0.40835 -0.79992 3.24162
N -0.68478 2.39193 1.55554
H -0.71049 1.51000 1.03650
H -1.64639 2.73721 1.59987
H -0.19602 3.06387 0.95278
H -0.45392 4.23749 3.71983
H 0.99034 4.19139 2.76039
H 1.03469 3.42272 4.28124
H 0.93503 1.70993 2.66468
H -1.82731 2.04994 3.92293
H -0.52060 1.25865 4.77705
H 0.61485 -0.42943 3.11248
H -0.64425 -1.50404 2.44417
H -0.43687 -1.31783 4.20505
C 2.14988 -4.68042 -2.69547
C 0.86928 -4.09479 -2.14554
C 0.48904 -4.66233 -0.80624
O 1.56961 -4.54520 0.08699
C 1.25997 -4.78275 1.45480
N 1.01728 -2.57362 -2.04202
H 0.26244 -2.15015 -1.48940
H 1.93045 -2.32940 -1.65211
H 1.02327 -2.14439 -2.96956
H 2.49662 -4.23960 -3.63268
H 2.01451 -5.74213 -2.89542
H 2.94953 -4.55056 -1.96493
H 0.04836 -4.20871 -2.85664
H 0.31624 -5.73195 -1.01331
H -0.46426 -4.33446 -0.36865
H 1.10244 -5.85871 1.57265
H 0.36592 -4.22882 1.76609
H 2.04290 -4.51815 2.16244
C 0.45084 3.65706 -5.91088
C 0.54654 2.42291 -5.02087
C 1.96691 2.04869 -4.68115
O 2.55362 3.18798 -4.12953
C 3.74584 2.97540 -3.40951
N -0.13991 2.81993 -3.71379
H -0.23095 2.03440 -3.07033
H 0.46761 3.56590 -3.29477
H -1.07522 3.17009 -3.91512
H 0.89821 4.54890 -5.47638
H -0.58190 3.88536 -6.17479
H 1.01293 3.41982 -6.81543
H -0.02362 1.61246 -5.47418
H 2.54334 1.75877 -5.56773
H 1.97424 1.21146 -3.95479
H 4.07033 3.95669 -3.06659
H 4.51328 2.48365 -4.00719
H 3.54675 2.45815 -2.45691
C -4.61738 1.22444 2.19747
C -4.76223 -0.25542 2.43974
C -6.15209 -0.73645 2.78043
O -6.58974 0.03289 3.83115
C -7.92880 -0.30954 4.23691
N -4.21206 -1.00970 1.22009
H -3.25330 -0.71620 1.01936
H -4.15247 -2.01271 1.42151
H -4.87615 -0.89334 0.45399
H -5.04224 1.69258 3.08820
H -5.20849 1.59454 1.35576
H -3.58935 1.56855 2.11672
H -4.04498 -0.48888 3.22940
H -6.09711 -1.80683 3.05695
H -6.80919 -0.71186 1.88996
H -8.25516 0.43534 4.95239
H -7.88810 -1.26553 4.76930
H -8.58748 -0.40659 3.37479
C 4.63298 -3.06648 0.90534
C 4.40894 -1.60889 1.19546
C 2.99097 -1.07673 1.01978
O 2.89466 0.27302 1.36098
C 3.26930 1.10744 0.26376
N 4.77872 -1.35519 2.67660
H 4.73399 -0.34040 2.83247
H 4.18373 -1.86868 3.32596
H 5.77361 -1.55262 2.82687
H 3.91685 -3.81550 1.23932
H 5.65882 -3.39082 1.08746
H 4.58396 -3.26091 -0.17629
H 5.16952 -0.99407 0.71457
H 2.34228 -1.69332 1.65583
H 2.66003 -1.29931 0.00052
H 3.05153 2.16434 0.43076
H 2.65711 0.94547 -0.63565
H 4.31986 0.99526 -0.00927
```

Properties
HOMO level ... -18.19 eV
E_tot ... -3390.0937 Eh
Max |F| ... 3.630 eV/A
Charge ... +4

2.
An isolated molecule of C5H12N2O at a distorted geometry, computed with ωB97M-V/def2-TZVPD.

Geometry as XYZ:
```
20
C5H12N2O | OMol25 | ωB97M-V/def2-TZVPD
C -1.09404 -1.64520 1.54391
C -0.24585 -1.00284 0.48195
N 0.59453 -1.60339 -0.30656
N 0.70056 -2.94334 -0.13720
O -0.46423 0.33786 0.43440
C 0.25759 1.13917 -0.52453
C -0.76682 1.81115 -1.42832
C 1.07204 2.16523 0.25115
H -1.70900 -0.89814 2.05472
H -1.75893 -2.38442 1.08878
H -0.45316 -2.12849 2.28644
H 0.51558 -3.40200 -1.03499
H 1.68558 -3.17528 0.02567
H 0.93702 0.54399 -1.14320
H -1.34242 1.05613 -1.97479
H -0.28410 2.47271 -2.15399
H -1.48713 2.39422 -0.84404
H 0.43130 2.76326 0.90845
H 1.80089 1.66138 0.89528
H 1.61059 2.83799 -0.42313
```

Properties
HOMO level ... -8.27 eV
Structure (SMILES) ... C/C(=N\N)OC(C)C
E_tot ... -382.4207 Eh
Max |F| ... 4.528 eV/A

3.
A cluster of 4 separate species, C5H18N2O4 in total at a distorted geometry, computed with ωB97M-V/def2-TZVPD.

Geometry as XYZ:
```
29
C5H18N2O4 | OMol25 | ωB97M-V/def2-TZVPD
C -1.76808 -0.34470 2.43305
C -0.57610 -0.03410 1.40129
C -1.15190 0.09080 0.09135
C -1.88403 -1.05799 -0.55211
N 0.20594 0.20143 -0.70618
C 0.31004 0.98752 -1.82403
N 1.60048 1.07277 -2.39881
O -0.54080 1.73473 -2.28167
H -1.60051 0.33778 3.33725
H -2.90025 -0.24366 2.19740
H -1.67221 -1.37489 2.59851
H 0.10811 -0.90712 1.52929
H 0.03733 0.82999 1.75545
H -1.81002 1.01829 -0.12934
H -2.68767 -1.54838 0.03596
H -1.26121 -1.88867 -0.86316
H -2.40565 -0.73258 -1.55796
H 0.88797 -0.51955 -0.59777
H 1.80850 1.00380 -3.36105
H 2.34153 0.66155 -1.78377
O -1.76375 3.27099 0.01426
H -1.33889 2.64452 -0.62040
H -1.54912 4.09280 -0.43994
O 3.69590 -0.25863 -0.57046
H 3.24856 0.04252 0.28364
H 3.60155 -1.20265 -0.59668
O 2.44981 -2.38957 0.53911
H 3.03213 -2.78475 1.18500
H 1.58233 -2.70224 0.88178
```

Properties
HOMO level ... -9.50 eV
Structure (SMILES) ... CC[C@H](C)NC(N)=O.O.O.O
E_tot ... -611.7539 Eh
Max |F| ... 4.896 eV/A

4.
A structure of composition C12H13N2O2SSbSe4V, computed with ωB97M-V/def2-TZVPD.

Geometry as XYZ:
```
36
C12H13N2O2SSbSe4V | OMol25 | ωB97M-V/def2-TZVPD
V 0.30914 -1.25565 -0.28739
C -0.37694 1.42464 -2.47079
C 0.85256 1.45295 -1.62726
C 1.48533 2.65648 -1.23827
C 2.46834 2.63808 -0.29846
C 2.92546 1.41406 0.25527
C 3.88652 1.30862 1.26963
C 4.24226 0.06824 1.72528
C 3.70332 -1.09493 1.16682
C 2.79630 -1.05743 0.12011
S 2.21671 -2.50900 -0.67812
C 2.36209 0.24461 -0.29530
N 1.32073 0.30383 -1.18865
H -0.40859 2.27496 -3.15002
H -1.26327 1.47143 -1.82933
H -0.43210 0.49426 -3.03466
H 1.13355 3.59224 -1.65080
H 2.90601 3.56653 0.04909
H 4.32555 2.20939 1.67972
H 4.96816 -0.02958 2.52228
H 4.02946 -2.06191 1.52588
N -3.65937 -0.47221 1.77110
C -2.54588 -1.35262 2.18678
C -1.29605 -0.92873 1.45936
O -1.35885 -0.00232 0.62393
O -0.21547 -1.57540 1.62181
H -4.42126 -1.05710 1.33712
H -3.35513 0.12307 0.96523
H -4.01406 0.12328 2.51394
H -2.77056 -2.37495 1.87591
H -2.40591 -1.32996 3.26473
Se -3.86414 -2.33411 -4.40036
Sb -3.42864 -1.70929 -2.13611
Se -5.09060 -2.35582 -0.43091
Se -3.98920 0.58949 -1.39522
Se -1.03547 -2.45513 -1.82235
```

Properties
HOMO level (spin up / spin down) ... -7.38 / -7.40 eV
E_tot ... -11913.3554 Eh
Max |F| ... 0.845 eV/A
2S+1 ... 4
Expectation value of S² ... 3.789

5.
A structure of composition C5H4O3 at a distorted geometry, computed with ωB97M-V/def2-TZVPD.

Geometry as XYZ:
```
12
C5H4O3 | OMol25 | ωB97M-V/def2-TZVPD
C 2.51106 -0.26801 0.13894
C -0.00413 -0.55625 -0.20287
C -0.38450 0.91847 -0.35471
C -1.75305 1.03097 -0.08811
C -1.28159 -1.17617 0.17708
H 3.58545 -0.86992 -0.08826
H 0.08040 1.82316 -0.61062
H -2.60908 1.80791 -0.43149
H -1.67904 -2.32115 0.93730
O 2.44418 0.92053 0.55584
O 1.28412 -1.06259 -0.46376
O -2.19383 -0.24696 0.43066
```

Properties
HOMO level ... -8.51 eV
E_tot ... -418.4581 Eh
Max |F| ... 6.717 eV/A

6.
A cluster of 2 separate species, CH3F3OSi in total at a distorted geometry, computed with ωB97M-V/def2-TZVPD.

Geometry as XYZ:
```
9
CH3F3OSi | OMol25 | ωB97M-V/def2-TZVPD
C 0.12712 -0.75774 -0.58382
O -0.04805 -1.51101 1.20127
F -1.02918 1.54735 1.02116
F 1.41641 1.54720 0.50429
F -0.02947 2.05946 -1.25905
Si 0.04111 1.03450 -0.05853
H -0.58777 -1.28740 -1.22134
H 1.09424 -1.10499 -0.73322
H -0.98441 -1.52737 1.12926
```

Properties
HOMO level ... -11.45 eV
E_tot ... -704.3611 Eh
Max |F| ... 4.776 eV/A

7.
A cluster of 2 separate species, C2H8N in total at a distorted geometry, computed with ωB97M-V/def2-TZVPD.

Geometry as XYZ:
```
11
C2H8N | OMol25 | ωB97M-V/def2-TZVPD
N -0.64794 -0.18018 -1.70814
H -0.59599 -1.19306 -1.73523
H -1.53873 0.25470 -1.92935
H -0.46166 0.03427 -0.56862
H 0.02876 0.30161 -2.30455
C -0.01454 0.57120 0.96854
C 0.90472 -0.32919 1.32843
H 0.25104 1.58038 0.65830
H -1.05733 0.39118 1.26689
H 1.97802 -0.18375 1.38057
H 0.59796 -1.34867 1.55191
```

Properties
HOMO level ... -15.22 eV
E_tot ... -135.4487 Eh
Max |F| ... 2.692 eV/A
Charge ... +1

8.
A structure of composition C36H52BeN3OP2S at a distorted geometry, computed with ωB97M-V/def2-TZVPD.

Geometry as XYZ:
```
96
C36H52BeN3OP2S | OMol25 | ωB97M-V/def2-TZVPD
C -0.77530 0.61602 -2.76222
C -2.32088 -0.92170 -1.73825
C -1.42886 0.55205 -3.98892
C -3.05707 -0.93400 -2.97868
C -2.61406 -0.22861 -4.07498
H -1.05039 1.11755 -4.84425
H -3.95925 -1.55046 -3.03318
H -3.17267 -0.27072 -5.01690
N -1.21182 -0.06104 -1.65698
P 0.34348 2.24928 -0.86962
P -1.42592 -1.96982 0.61361
C 0.44136 1.50292 -2.57919
H 1.36394 0.89764 -2.59596
H 0.51383 2.24543 -3.38952
C -2.64975 -1.74729 -0.65653
H -3.47690 -2.45382 -0.78631
C -0.41801 -3.55405 0.11682
C -2.34985 -2.35981 2.24225
C 2.03046 3.07598 -0.50950
C -1.02715 3.58254 -1.10803
C 0.92354 -3.57710 0.87974
H 0.78620 -3.88842 1.92715
H 1.61251 -4.30129 0.40339
H 1.40756 -2.58904 0.88859
C -1.14755 -4.89355 0.33033
H -1.28419 -5.14112 1.39534
H -2.13238 -4.90219 -0.16754
H -0.54132 -5.70355 -0.12029
C -0.19232 -3.41542 -1.40800
H 0.61634 -4.10262 -1.72263
H -1.10970 -3.67802 -1.95888
H 0.07941 -2.39374 -1.70761
C -1.36755 -2.91351 3.29177
H -0.49179 -2.25065 3.40495
H -1.87821 -2.97094 4.27139
H -1.01184 -3.92664 3.04501
C -2.94437 -1.04952 2.78416
H -2.15770 -0.37063 3.14408
H -3.54241 -0.52985 2.01779
H -3.60651 -1.28560 3.63850
C -3.52523 -3.33192 2.00557
H -3.21228 -4.30946 1.61443
H -4.04057 -3.50442 2.96942
H -4.25905 -2.89301 1.30891
C -1.08241 4.48999 0.13810
H -1.97627 5.13679 0.06586
H -1.16413 3.91027 1.07059
H -0.20193 5.15030 0.20237
C -2.39486 2.88034 -1.29619
H -2.45347 2.36201 -2.26526
H -2.62559 2.15621 -0.50560
H -3.17645 3.66264 -1.28140
C -0.81003 4.44749 -2.36909
H -1.65118 5.16176 -2.44168
H 0.11953 5.03264 -2.34684
H -0.82559 3.83842 -3.28822
C 3.11229 1.99005 -0.68847
H 3.18078 1.62331 -1.72692
H 4.09249 2.42761 -0.42380
H 2.92538 1.13685 -0.01862
C 2.04933 3.49790 0.97662
H 1.79409 2.64803 1.62981
H 3.06849 3.84001 1.23644
H 1.35339 4.32218 1.19039
C 2.37061 4.27430 -1.41300
H 2.29277 4.02362 -2.48521
H 1.72666 5.14378 -1.20645
H 3.41411 4.58445 -1.21659
Be -0.21903 0.16893 0.31318
C -1.57125 1.16325 1.28008
O -2.29254 1.84827 1.90333
N 1.38191 -0.72748 -0.66032
C 2.27740 -1.21261 -1.24850
C 3.31743 -1.82659 -1.99053
C 4.66967 -1.69636 -1.58589
C 2.99476 -2.57890 -3.14962
C 5.67592 -2.31221 -2.33381
H 4.91013 -1.11683 -0.69029
C 4.01589 -3.18569 -3.88433
H 1.94797 -2.67902 -3.45077
C 5.35514 -3.05557 -3.48138
H 6.71958 -2.21227 -2.01919
H 3.76529 -3.76719 -4.77730
H 6.14977 -3.53542 -4.06174
S 1.01728 0.29609 2.16286
C 0.29625 0.92236 3.50931
N -0.13079 2.22136 3.55746
C -0.70654 2.74937 4.67225
C -0.86257 1.97207 5.81760
C -0.40859 0.65526 5.81070
C 0.18038 0.12840 4.66047
H -0.03492 2.84549 2.73300
H -1.04455 3.77854 4.67082
H -1.31970 2.39033 6.70488
H -0.50771 0.04447 6.69863
H 0.54961 -0.88489 4.68303
```

Properties
HOMO level ... -8.41 eV
E_tot ... -2737.9593 Eh
Max |F| ... 5.161 eV/A
Charge ... +1

9.
A cluster of 2 separate species, C3H6NO3S in total at a distorted geometry, computed with ωB97M-V/def2-TZVPD.

Geometry as XYZ:
```
14
C3H6NO3S | OMol25 | ωB97M-V/def2-TZVPD
C 0.45650 2.43839 0.13746
C 0.13389 -1.45479 -0.27803
C -0.46181 -0.32081 0.47653
N 1.03014 1.37402 0.05814
O -2.45495 1.35959 0.68816
O -2.82086 -1.11277 0.26411
O -1.79647 0.27853 -1.51668
S -2.05445 0.09849 -0.03501
H 0.98751 3.46925 -0.07970
H -0.61820 2.33884 0.27543
H -0.16562 -2.46858 0.05448
H 1.16178 -1.37950 -0.32743
H -0.38924 -1.39483 -1.13885
H -0.37758 -0.16080 1.53693
```

Properties
HOMO level (spin up / spin down) ... -4.84 / -4.25 eV
E_tot ... -796.5052 Eh
Max |F| ... 3.970 eV/A
Charge ... -1

10.
A cluster of 2 separate species, C17H28N6O3S in total at a distorted geometry, computed with ωB97M-V/def2-TZVPD.

Geometry as XYZ:
```
55
C17H28N6O3S | OMol25 | ωB97M-V/def2-TZVPD
C -1.54130 0.07371 -1.90438
N -1.55851 -1.08437 -1.01159
C -0.49616 -1.55319 -0.34387
O 0.60603 -1.01755 -0.41249
C -0.66590 -2.81576 0.53312
C 0.05558 -4.02488 -0.11078
C 1.32509 -4.48326 0.63399
C 1.94443 -5.66602 -0.11368
C 2.39463 -3.39557 0.75044
N -2.07068 -3.17362 0.79034
C -2.87869 -2.48394 1.59578
C -4.28891 -3.00437 1.73692
O -2.52700 -1.47424 2.19061
H -2.45759 0.11210 -2.49391
H -0.68495 0.01545 -2.57825
H -1.46630 0.99188 -1.32034
H -2.44130 -1.54018 -0.85228
H -0.20694 -2.59528 1.49766
H -0.62369 -4.87771 -0.15491
H 0.32199 -3.77892 -1.14026
H 1.04907 -4.81079 1.63666
H 1.21916 -6.47570 -0.19266
H 2.25292 -5.35917 -1.11366
H 2.81448 -6.03285 0.43131
H 2.02959 -2.56688 1.35454
H 3.28606 -3.80055 1.22912
H 2.65629 -3.02087 -0.24002
H -2.43509 -4.00771 0.35979
H -4.26178 -4.00639 2.15988
H -4.84598 -2.34339 2.40013
H -4.76977 -3.02737 0.76078
C 0.88505 7.81995 -1.30282
C 0.90690 6.55107 -0.50214
N 0.80021 6.60541 0.79981
S 0.83103 5.04196 1.44699
C 1.06789 4.25389 -0.11633
N 1.22922 2.85494 -0.25864
C 1.37137 2.20018 -1.57692
C 1.10182 1.96750 0.93353
C -0.33788 1.61209 1.36134
N -0.57098 0.66780 2.32439
O -1.33600 2.15784 0.91744
C 1.06237 5.22810 -1.08508
C 1.19010 5.06420 -2.49946
N 1.29261 4.92676 -3.65225
H 0.77504 8.68695 -0.64538
H 0.04864 7.80348 -2.00673
H 1.81564 7.92241 -1.86763
H 0.49356 2.39864 -2.19916
H 1.47099 1.11669 -1.47807
H 2.26843 2.56325 -2.08808
H 1.63090 1.03123 0.73940
H 1.60822 2.42023 1.78895
H -1.52536 0.30181 2.34464
H 0.18548 0.03105 2.54423
```

Properties
HOMO level ... -8.17 eV
Structure (SMILES) ... CNC(=O)[C@H](CC(C)C)NC(C)=O.Cc1nsc(N(C)CC(N)=O)c1C#N
E_tot ... -1617.0860 Eh
Max |F| ... 2.584 eV/A

11.
A structure of composition C15H15N3O3Se4W, computed with ωB97M-V/def2-TZVPD.

Geometry as XYZ:
```
41
C15H15N3O3Se4W | OMol25 | ωB97M-V/def2-TZVPD
W -0.78204 -0.86148 -1.00077
C -1.07538 4.13530 -1.63645
O -0.92821 3.19059 -2.71446
C 0.31890 2.67520 -2.84026
C 1.27212 3.24487 -3.66283
C 2.53177 2.65743 -3.83821
C 2.84380 1.48096 -3.20213
C 1.88050 0.85210 -2.39053
C 2.20722 -0.30092 -1.63897
N 1.32428 -1.01136 -0.98348
N 1.84406 -1.87474 -0.03828
C 0.96298 -2.07794 0.88716
O -0.25159 -1.50132 0.74090
C 1.19705 -2.90540 2.06181
C 0.19513 -3.04548 3.02373
C 0.42500 -3.83390 4.13784
C 1.64640 -4.47715 4.28852
C 2.64560 -4.33585 3.33115
C 2.42827 -3.54971 2.21649
C 0.62931 1.47148 -2.19793
O -0.29957 0.91948 -1.40853
H -2.10408 4.47827 -1.67128
H -0.40018 4.97942 -1.77959
H -0.87000 3.65672 -0.67648
H 1.01535 4.16072 -4.18064
H 3.25760 3.13580 -4.48043
H 3.81685 1.02363 -3.32465
H 3.24566 -0.59073 -1.50279
H -0.74798 -2.52828 2.90726
H -0.34296 -3.94300 4.89079
H 1.82401 -5.09111 5.16131
H 3.59499 -4.83662 3.45988
H 3.20100 -3.42637 1.47030
Se -0.84882 -1.24661 -3.55784
Se -2.75280 -0.24784 -2.78437
Se -3.29144 -1.63820 -0.86770
Se -2.71470 0.13465 0.46480
N -0.54144 -3.11445 -1.25406
H 0.44472 -3.35358 -1.37708
H -1.03602 -3.51158 -2.04920
H -0.85036 -3.61270 -0.41755
```

Properties
HOMO level ... -14.51 eV
E_tot ... -10642.9177 Eh
Max |F| ... 0.452 eV/A
Charge ... +2

12.
A cluster of 2 separate species, H4N4O in total at a distorted geometry, computed with ωB97M-V/def2-TZVPD.

Geometry as XYZ:
```
9
H4N4O | OMol25 | ωB97M-V/def2-TZVPD
N 0.71381 -0.51278 -1.55510
N 1.21930 -1.14916 -0.70891
N -1.35027 1.07408 0.30969
N -1.51091 -0.25074 0.17513
O -0.62278 -0.92778 0.88282
H 0.50899 -1.34503 0.23314
H 2.03368 -1.71430 -0.70005
H -2.13028 1.62690 -0.29105
H -0.69567 1.63909 0.89440
```

Properties
HOMO level (spin up / spin down) ... -7.30 / -7.30 eV
E_tot ... -296.4465 Eh
Max |F| ... 4.925 eV/A

max |F| of number 8 (C36H52BeN3OP2S)? 5.161 eV/A